(1)
The following is a DFT calculation (wB97M-V/def2-TZVPD) of 2 unconnected molecules or ions with the total composition C6H14N3O2 in a non-equilibrium geometry.

Results
LUMO level: -3.3 eV
ΔE to the lowest compared entry with this formula, charge and spin: 89.8 kcal per mole
Charge: +1
E: -551.37290 Ha
F_max: 0.118 Eh/bohr

CARTESIAN COORDINATES (ANGSTROEM)
C (-1.520889, 1.508415, -1.025022)
C (-0.945174, 0.198863, -1.584862)
C (-1.134743, 1.406550, 0.447653)
C (-0.882423, -0.745807, -0.383124)
C (-0.564208, -2.218352, -0.480621)
C (-0.770617, -0.395398, 2.052565)
N (2.375003, 0.262297, -0.711336)
N (-0.996276, -0.027680, 0.696296)
N (1.816746, 0.036294, 0.325840)
O (3.705445, 0.513217, -0.834950)
O (2.444757, 0.163396, 1.566012)
H (-1.076995, 2.535461, -1.484179)
H (-2.631622, 1.527161, -1.146913)
H (-1.494553, -0.196213, -2.440402)
H (0.151678, 0.359111, -1.793165)
H (-0.285281, 1.943756, 0.596957)
H (-1.853729, 1.595741, 1.291588)
H (-1.376897, -2.664737, 0.088992)
H (0.436565, -2.357704, -0.197906)
H (-0.723666, -2.454189, -1.582500)
H (-0.957189, 0.314011, 2.759870)
H (0.350671, -0.603198, 2.062033)
H (-1.241542, -1.416328, 2.267189)
H (3.753294, 0.640533, -1.817701)
H (3.421636, 0.074799, 1.327687)

Forces on the atoms, in the same order (eV/Å):
C -0.5 2.1 -0.5
C 1.0 0.1 0.5
C -3.8 -1.3 0.6
C 0.2 1.4 -0.1
C -2.7 1.9 -2.2
C 2.7 -5.3 -1.2
N -0.5 -0.4 -2.4
N 0.2 -0.4 -1.7
N -0.7 0.4 1.8
O 0.1 0.3 0.0
O 2.4 -0.5 -1.6
H -1.1 -2.7 0.9
H 0.9 0.1 0.0
H 0.3 -0.1 0.1
H -1.0 -0.3 -0.4
H 2.9 1.1 0.9
H 0.2 1.2 -1.4
H 0.5 -0.8 0.3
H 1.2 -0.7 0.7
H 0.4 -0.1 1.5
H -1.0 2.0 1.5
H -1.3 0.2 0.5
H 0.4 1.6 -0.1
H 0.3 -0.1 1.2
H -1.2 0.4 1.0

Results of the Mulliken charge analysis, in e, for atoms 1 through 2: number 1, C, carries -0.57; number 2, C, carries -0.51



(2)
The following is a DFT calculation (wB97M-V/def2-TZVPD) of a molecular structure, C2H3FLaO in a non-equilibrium geometry.

Results
LUMO level: -16.3 eV
ΔE to the lowest compared entry with this formula, charge and spin: 0.0 kcal per mole
Charge: +3
E: -283.37582 Ha
F_max: 0.070 Eh/bohr

CARTESIAN COORDINATES (ANGSTROEM)
H (1.914406, -0.028455, 0.832197)
C (0.906579, -0.430369, 1.259673)
C (0.198885, 0.862008, 1.445398)
O (-0.082369, 1.399493, 0.358635)
H (0.761584, -1.089124, 2.125146)
F (0.287878, -1.070228, 0.162707)
H (0.458133, 1.472700, 2.322096)
La (-1.307355, 0.223091, -1.401941)

Forces on the atoms, in the same order (eV/Å):
H -0.9 -1.2 1.5
C 0.3 0.3 0.8
C 3.3 1.0 -1.1
O -2.9 -0.1 -0.8
H 1.1 -0.2 -0.2
F -1.1 -0.1 -1.5
H -0.9 0.1 0.3
La 1.2 0.3 1.0

Results of the Mulliken charge analysis, in e, for atoms 1 through 2: number 1, H, carries 0.35; number 2, C, carries -0.07



(3)
The following is a DFT calculation (wB97M-V/def2-TZVPD) of a molecular structure, C27H33BN14O2PdS2.

Results
LUMO level (alpha / beta): -5.0 / -7.7 eV
Multiplicity: 5
ΔE to the lowest compared entry with this formula, charge and spin: 0.0 kcal per mole
Charge: +2
E: -2914.26106 Ha
F_max: 0.018 Eh/bohr

CARTESIAN COORDINATES (ANGSTROEM)
Pd (-0.040747, 0.038808, -0.111562)
C (4.210620, -1.152771, 2.039908)
N (2.992992, -1.746828, 2.577519)
C (3.087460, -2.645752, 3.724967)
C (1.823230, -1.473198, 1.958367)
N (1.717612, -0.729504, 0.906816)
N (0.713033, -2.079228, 2.541017)
C (-0.635048, -1.955923, 2.272241)
N (-1.408966, -2.671142, 3.123163)
N (-1.117305, -1.254637, 1.302976)
H (5.049324, -1.440957, 2.664072)
H (4.148709, -0.062438, 2.043047)
H (4.407637, -1.500090, 1.022466)
H (4.132910, -2.763499, 3.987696)
H (2.707702, -3.643929, 3.492383)
H (2.576241, -2.242575, 4.602765)
H (2.600623, -0.332826, 0.615373)
H (0.923042, -2.652491, 3.339474)
H (-1.034144, -3.174410, 3.907334)
H (-2.409479, -2.640079, 3.042669)
H (-2.128867, -1.295493, 1.282932)
C (-3.891142, 3.238886, -2.969817)
N (-3.263683, 2.315336, -2.026796)
C (-2.075992, 1.718406, -2.093820)
N (-1.890902, 0.979521, -1.008537)
C (-3.035341, 1.175342, -0.297133)
N (-3.888739, 1.972157, -0.885539)
C (-4.102241, 2.654583, -4.346539)
C (-4.307118, 3.525689, -5.411555)
C (-4.590517, 3.034553, -6.676455)
C (-4.648754, 1.668100, -6.897837)
C (-4.421464, 0.795935, -5.839946)
C (-4.159989, 1.287392, -4.563472)
C (-4.477136, -0.643565, -6.064750)
N (-5.095119, -1.292527, -6.988613)
N (-4.849624, -2.627375, -6.767035)
C (-4.098986, -2.697839, -5.724103)
O (-3.812965, -1.471034, -5.215467)
C (-3.562347, -3.883457, -5.065841)
C (-4.225002, -5.097244, -5.199501)
C (-3.725560, -6.219172, -4.558054)
C (-2.573042, -6.129983, -3.794474)
C (-1.889454, -4.922592, -3.684198)
C (-0.576289, -4.924282, -2.938487)
N (-0.116495, -3.605035, -2.506892)
C (-0.736374, -2.677643, -1.777095)
N (0.090386, -1.665555, -1.560223)
C (1.232905, -2.047602, -2.189187)
N (1.142638, -3.211927, -2.777001)
C (-2.388959, -3.796945, -4.319301)
H (-3.281084, 4.140658, -3.029109)
H (-4.837408, 3.510021, -2.503812)
H (-1.398838, 1.827548, -2.924748)
H (-3.228106, 0.744795, 0.670948)
H (-4.256646, 4.596133, -5.249992)
H (-4.758776, 3.720556, -7.495062)
H (-4.862284, 1.268497, -7.879720)
H (-4.025888, 0.588725, -3.747043)
H (-5.126344, -5.146942, -5.794861)
H (-4.241440, -7.165235, -4.646786)
H (-2.192746, -7.011487, -3.291539)
H (0.228979, -5.303896, -3.565789)
H (-0.640698, -5.570603, -2.062249)
H (-1.756542, -2.759757, -1.441335)
H (2.139741, -1.468285, -2.192440)
H (-1.868811, -2.848746, -4.264682)
B (-0.327318, 3.901265, 3.024015)
C (-0.181944, 2.737747, 2.039486)
N (-0.123952, 1.837750, 1.327982)
H (-0.365032, 3.645960, 4.185953)
H (-0.607609, 4.971698, 2.489518)
H (0.488923, 4.832986, 3.199990)
C (2.604303, 0.345115, -4.329382)
O (3.406304, 0.640694, -3.153938)
C (2.882956, 1.175792, -2.104063)
S (3.764618, 1.615611, -0.762768)
S (1.266316, 1.614415, -1.825044)
H (2.780668, 1.135321, -5.053827)
H (1.551078, 0.284709, -4.066755)
H (2.970277, -0.604937, -4.704167)

Forces on the atoms, in the same order (eV/Å):
Pd -0.1 0.0 -0.1
C 0.0 0.0 0.0
N 0.0 0.0 0.0
C 0.0 0.0 0.0
C 0.0 0.0 -0.1
N 0.0 0.0 0.1
N 0.0 0.0 0.1
C -0.1 0.0 0.0
N 0.0 0.0 0.0
N 0.1 0.0 0.1
H 0.0 0.0 0.0
H 0.0 0.0 0.0
H 0.0 0.0 0.0
H 0.0 0.0 0.0
H 0.0 0.0 0.0
H 0.0 0.0 0.0
H 0.0 0.0 0.0
H 0.0 0.0 0.0
H 0.0 0.0 0.0
H 0.0 0.0 0.0
H 0.0 0.0 0.0
C 0.0 0.0 0.0
N 0.1 0.0 0.0
C -0.1 0.0 0.0
N 0.0 0.0 0.1
C 0.0 0.1 0.0
N 0.0 0.0 0.1
C 0.0 0.0 0.0
C 0.0 0.0 0.0
C 0.0 0.0 0.0
C 0.0 0.0 0.0
C 0.0 0.1 0.0
C 0.0 0.0 0.0
C 0.0 -0.1 -0.1
N 0.0 0.4 0.0
N 0.1 -0.3 0.1
C -0.1 0.1 -0.1
O 0.1 0.0 0.1
C 0.1 0.0 0.0
C 0.0 0.0 0.0
C 0.0 0.0 0.0
C 0.0 0.0 0.0
C 0.0 0.0 0.0
C 0.0 0.0 0.0
N -0.1 0.0 0.0
C 0.0 0.0 -0.1
N 0.0 0.0 0.1
C 0.0 0.0 0.0
N 0.1 0.0 0.0
C 0.0 0.0 0.0
H 0.0 0.0 0.0
H 0.0 0.0 0.0
H 0.0 0.0 0.0
H 0.0 0.0 0.0
H 0.0 0.0 0.0
H 0.0 0.0 0.0
H 0.0 0.0 0.0
H 0.0 0.0 0.0
H 0.0 0.0 0.0
H 0.0 0.0 0.0
H 0.0 0.0 0.0
H 0.0 0.0 0.0
H 0.0 0.0 0.0
H 0.0 0.0 0.0
H 0.0 0.0 0.0
H 0.0 0.0 0.0
B 0.1 -0.6 0.7
C 0.0 0.0 -0.2
N 0.0 -0.1 0.0
H -0.3 -0.1 -0.1
H 0.1 0.3 0.1
H 0.1 0.4 -0.5
C 0.0 0.0 0.0
O 0.0 -0.1 0.0
C -0.1 0.0 0.1
S 0.0 0.0 0.0
S 0.1 0.1 0.0
H 0.0 0.0 0.0
H 0.0 0.0 0.0
H 0.0 0.0 0.0

Results of the Mulliken charge analysis, in e, for atoms 1 through 2: number 1, Pd, carries 0.61; number 2, C, carries -0.92



(4)
The following is a DFT calculation (wB97M-V/def2-TZVPD) of a molecular structure, C20H43N9O4S3V.

Results
LUMO level (alpha / beta): -5.7 / -5.7 eV
Multiplicity: 4
ΔE to the lowest compared entry with this formula, charge and spin: 9.5 kcal per mole
Charge: +2
E: -3719.68703 Ha
F_max: 0.011 Eh/bohr

CARTESIAN COORDINATES (ANGSTROEM)
V (-1.151765, 0.708145, -0.079533)
N (-0.201407, 2.602333, -0.776302)
C (-1.357632, 3.489795, -1.066890)
C (-2.191315, 3.628489, 0.192116)
N (-2.531036, 2.303400, 0.781150)
C (-2.329349, 2.349493, 2.248254)
C (-0.880275, 2.073507, 2.596868)
N (-0.507276, 0.757558, 2.034142)
C (-3.902893, 1.863713, 0.440896)
C (-4.125250, 0.399364, 0.811227)
N (-3.048540, -0.469704, 0.273622)
H (0.451693, 3.075253, -0.157151)
H (0.317512, 2.400685, -1.625440)
H (-1.939575, 3.006442, -1.849965)
H (-1.048095, 4.470245, -1.433793)
H (-3.097881, 4.203105, -0.012401)
H (-1.624484, 4.191135, 0.936198)
H (-2.947831, 1.587375, 2.719585)
H (-2.652130, 3.311709, 2.655754)
H (-0.740111, 2.113929, 3.678651)
H (-0.224728, 2.826670, 2.156856)
H (-0.985805, 0.036369, 2.570152)
H (0.483321, 0.574404, 2.193539)
H (-4.040506, 2.004441, -0.632950)
H (-4.651853, 2.474238, 0.958257)
H (-5.108177, 0.092299, 0.450984)
H (-4.141191, 0.274760, 1.892286)
H (-3.247902, -0.699509, -0.700133)
H (-3.036549, -1.348198, 0.781637)
C (5.313241, -0.167100, 5.521664)
C (3.847292, -0.046004, 5.130215)
S (3.518296, -0.560964, 3.468225)
O (2.095461, -0.402499, 3.208878)
O (4.442815, 0.077251, 2.563961)
C (3.860969, -2.312933, 3.442300)
C (3.810431, -2.877368, 2.024646)
N (2.537476, -2.603398, 1.330162)
C (2.397160, -1.709641, 0.334442)
N (1.079938, -1.552438, 0.095547)
C (0.372393, -2.347435, 0.954482)
C (1.271377, -3.007872, 1.705941)
N (0.960407, -3.999876, 2.704899)
O (-0.214120, -4.148606, 2.948056)
O (1.887239, -4.602098, 3.206894)
C (3.518862, -1.003133, -0.325522)
H (5.463628, 0.319530, 6.483602)
H (5.952390, 0.321488, 4.788627)
H (5.623807, -1.205181, 5.634249)
H (3.511881, 0.993775, 5.132367)
H (3.175587, -0.625865, 5.765434)
H (3.154304, -2.801688, 4.110732)
H (4.872905, -2.449927, 3.824178)
H (3.957060, -3.952329, 2.063756)
H (4.596345, -2.437102, 1.418549)
H (-0.698593, -2.421063, 0.935854)
H (4.087495, -1.699096, -0.944152)
H (4.174048, -0.560683, 0.424517)
H (3.136205, -0.222946, -0.972917)
S (0.907943, -0.610279, -2.356281)
C (0.372539, -0.624866, -0.816920)
C (-0.855827, 2.171737, -4.466151)
N (-1.297800, 0.857625, -4.892824)
C (-1.433067, 0.712533, -6.345806)
C (-1.901371, 0.022263, -4.035797)
S (-2.563103, 0.561282, -2.535154)
N (-2.030064, -1.262270, -4.400477)
C (-2.936162, -2.171469, -3.710605)
C (-1.039992, -1.933456, -5.244454)
H (-0.074637, 2.508891, -5.145700)
H (-0.438048, 2.086129, -3.470593)
H (-1.675702, 2.893851, -4.475216)
H (-1.784300, 1.662929, -6.747409)
H (-2.170517, -0.047329, -6.582437)
H (-0.484359, 0.463244, -6.821010)
H (-3.847366, -1.657575, -3.423952)
H (-2.464556, -2.597727, -2.820992)
H (-3.187064, -2.978935, -4.396394)
H (-0.165845, -1.302698, -5.374644)
H (-1.445787, -2.203872, -6.219322)
H (-0.730145, -2.846289, -4.735064)

Forces on the atoms, in the same order (eV/Å):
V -0.4 0.0 -0.4
N 0.0 -0.1 0.1
C 0.0 -0.1 0.0
C 0.0 0.0 0.0
N 0.1 0.0 0.0
C 0.0 0.0 0.0
C 0.0 0.0 0.0
N 0.1 0.0 -0.1
C 0.0 -0.1 0.1
C 0.0 0.0 0.0
N 0.2 0.0 0.2
H 0.0 0.0 0.0
H 0.0 0.0 0.0
H 0.0 0.0 0.0
H 0.0 0.0 0.1
H 0.0 0.0 0.0
H 0.0 0.0 0.0
H 0.0 0.0 0.0
H 0.0 0.0 0.0
H 0.0 0.0 0.0
H 0.0 0.0 0.0
H 0.0 0.0 0.0
H 0.0 0.0 0.1
H 0.0 0.0 0.0
H 0.0 0.0 0.0
H 0.0 0.0 0.0
H 0.0 0.0 0.0
H 0.0 -0.1 0.0
H -0.1 0.0 0.0
C 0.0 0.0 0.0
C 0.0 0.0 0.0
S 0.0 0.0 0.0
O -0.1 0.0 0.0
O 0.0 0.0 0.0
C 0.0 0.0 0.0
C 0.0 0.0 0.0
N 0.0 0.0 0.1
C 0.0 0.0 0.0
N 0.1 0.0 0.0
C 0.0 0.0 0.0
C 0.0 0.0 0.0
N 0.0 0.0 0.0
O 0.0 0.0 0.0
O 0.0 0.0 0.0
C 0.0 0.0 0.0
H 0.0 0.0 0.0
H 0.0 0.0 0.0
H 0.0 0.0 0.0
H 0.0 0.0 0.0
H 0.0 0.0 0.0
H 0.0 0.0 0.0
H 0.0 0.0 0.0
H 0.0 0.0 0.0
H 0.0 0.0 0.0
H 0.0 0.0 0.0
H 0.0 0.0 0.0
H 0.0 0.0 0.0
H 0.0 0.0 0.0
S 0.1 0.0 0.1
C 0.0 0.1 -0.1
C 0.0 0.0 0.0
N -0.2 0.0 0.0
C 0.0 0.0 0.0
C 0.0 -0.2 0.1
S 0.1 0.3 -0.1
N 0.0 0.0 0.1
C 0.0 0.0 0.0
C 0.0 0.0 0.0
H 0.0 0.0 0.0
H 0.0 0.1 0.0
H 0.0 0.0 0.0
H 0.0 0.0 0.0
H 0.0 0.0 0.0
H 0.0 0.0 0.0
H 0.0 0.0 0.0
H 0.0 0.0 0.0
H 0.0 0.0 0.0
H 0.0 0.0 0.0
H 0.0 0.0 0.0
H 0.0 0.0 0.0

Results of the Mulliken charge analysis, in e, for atoms 1 through 2: number 1, V, carries 0.42; number 2, N, carries -0.34